No. 1
{"formula": "H2IO", "method": "ωB97M-V with the def2-TZVPD basis set", "homo_energy_ev": -3.5, "lumo_ev": 3.937, "charge": -1, "e_above_lowest_kcal_mol": 1.6, "symbols": ["O", "H", "I", "H"], "positions_angstrom": [[-2.14206, -0.15152, 2.95323], [-1.36635, -0.23987, 2.35430], [0.00000, 0.00000, 0.00000], [-2.74099, -0.88783, 2.69365]]}



No. 2
{"formula": "C9H9BNO3", "method": "ωB97M-V with the def2-TZVPD basis set", "homo_energy_ev": -13.2, "lumo_ev": -4.897, "charge": 1, "e_above_lowest_kcal_mol": 55.7, "smiles": "OB(O)O[n+]1cccc2ccccc21", "symbols": ["C", "C", "C", "H", "C", "O", "H", "H", "C", "H", "H", "C", "H", "C", "N", "B", "C", "O", "O", "C", "H", "H", "H"], "positions_angstrom": [[-0.73031, 1.85015, 0.45244], [2.84010, -1.62375, -0.02328], [0.48820, -1.59221, 0.15585], [-1.67800, 2.34407, 0.71927], [1.73338, 0.53208, 0.09392], [-2.11097, -0.21984, 0.77456], [0.47065, 3.63994, 0.45078], [-0.39065, -2.23313, -0.09261], [0.48585, 2.58568, 0.41724], [-3.95230, -0.01438, -2.07178], [1.70235, -3.45488, -0.34193], [1.72544, 1.93975, 0.25689], [2.73970, 2.51102, 0.17888], [1.64338, -2.29695, -0.19834], [-0.67759, 0.52716, 0.44772], [-3.08049, -0.37109, -0.19331], [0.48605, -0.18705, 0.26408], [-4.08859, -1.09098, 0.31763], [-3.22480, 0.30125, -1.37781], [2.88532, -0.21971, -0.02075], [3.80421, -2.02626, -0.31408], [3.86211, 0.30364, 0.09171], [-4.93301, -1.20451, 0.01293]]}



No. 3
{"formula": "C18H22N2O4S2", "method": "ωB97M-V with the def2-TZVPD basis set", "homo_energy_ev": -8.0, "lumo_ev": 0.418, "e_above_lowest_kcal_mol": 18.7, "smiles": "CCN(c1ccc(OC)cc1)S(=O)(=O)c1csc(C(=O)N2CCCC2)c1", "symbols": ["O", "C", "C", "N", "C", "H", "H", "H", "C", "C", "S", "H", "H", "C", "H", "C", "H", "O", "H", "H", "C", "C", "C", "O", "H", "H", "H", "H", "C", "H", "H", "N", "H", "H", "C", "C", "C", "H", "C", "C", "H", "S", "H", "H", "C", "C", "H", "O"], "positions_angstrom": [[3.38157, -3.68519, -0.08182], [-1.61920, 0.86984, -0.04841], [-5.60008, -0.60360, -1.19435], [-3.61461, -0.52219, 0.04310], [0.18774, 2.23589, -0.51452], [4.72014, -3.98479, -1.64013], [1.03620, 3.45882, 1.78912], [1.87366, 3.09261, 3.29910], [-0.80414, 3.16311, -0.48447], [-0.26893, 0.92893, -0.26064], [-2.32702, 2.45264, -0.15523], [2.73327, -2.40099, 1.99224], [2.99258, -4.13817, -2.07015], [2.89093, -1.75377, 1.14457], [-6.50322, -0.04844, -1.43673], [1.65158, 2.72355, 2.30058], [-4.81628, 1.17615, -0.22811], [2.03200, 4.08016, -0.57626], [0.36223, 0.05987, -0.23091], [-0.70914, 4.21933, -0.63472], [-4.44518, 0.31555, -0.79778], [3.45076, -1.49673, -1.16937], [-4.31091, -1.73137, 0.45827], [2.17701, 2.23451, -2.18515], [-4.18405, -1.87943, 1.53251], [3.77619, -5.38021, -1.06301], [1.08844, 1.79687, 2.38685], [-3.87613, -2.59740, -0.05254], [2.92874, 0.44835, 0.16527], [2.44177, 0.01279, 2.22094], [3.73536, -1.89746, -2.12914], [2.79615, 1.84616, 0.25604], [-6.29306, -0.95445, 0.82002], [-5.31686, -1.20822, -2.05642], [2.95497, 2.51948, 1.52994], [3.30283, -0.12653, -1.04462], [-5.75601, -1.49177, 0.03794], [3.38691, 3.49742, 1.30548], [3.73754, -4.31536, -1.28766], [3.24975, -2.32879, -0.07381], [-3.88847, 0.68426, -1.66153], [1.88663, 2.68323, -0.85768], [-6.28226, -2.41943, -0.17363], [3.46169, 0.50711, -1.89999], [-2.31773, -0.37219, 0.36102], [2.72756, -0.39023, 1.26327], [3.67374, 1.94674, 2.11988], [-1.70468, -1.22660, 0.98263]]}



No. 4
{"formula": "C17H34O2P2Ti", "method": "ωB97M-V with the def2-TZVPD basis set", "homo_energy_ev": [-4.6, -5.0], "lumo_ev": [0.464, 0.277], "spin_multiplicity": 3, "s_squared": 2.240, "e_above_lowest_kcal_mol": 151.4, "symbols": ["H", "H", "H", "C", "H", "H", "H", "H", "C", "H", "C", "O", "C", "H", "C", "C", "H", "C", "H", "H", "P", "H", "C", "H", "H", "C", "H", "C", "H", "H", "H", "Ti", "H", "C", "H", "C", "H", "H", "O", "H", "H", "C", "H", "H", "C", "P", "H", "H", "H", "H", "H", "H", "C", "H", "C", "C"], "positions_angstrom": [[1.41873, -1.50835, 3.15564], [2.40833, -2.50095, 0.48351], [-1.77902, 1.00697, -0.54669], [-0.10176, 1.67619, -2.25514], [-1.99934, 0.91413, -2.56025], [-0.01529, -0.71430, -4.14816], [3.57380, -0.50319, -2.69576], [-1.86427, -1.19617, 0.17159], [2.10833, 0.93612, -3.31652], [-1.47455, -0.55836, 1.77942], [0.22433, 3.57101, 0.81248], [0.34389, 1.00024, 3.58705], [-1.02455, 0.83432, -3.05701], [0.90160, -3.21772, 3.47481], [-1.12001, 1.14380, 4.04275], [-1.10498, -0.61311, 0.72890], [-0.49407, 2.67710, -1.99356], [1.58118, -3.21928, 0.62300], [1.26494, 3.25920, 0.56965], [-1.49160, -1.19597, -3.34114], [-0.84009, 2.23331, 1.45921], [-2.12773, -3.28012, 1.12307], [0.58132, -2.23032, 3.08882], [-2.91407, 3.16129, 2.19684], [-1.18959, -4.30677, 2.24132], [-1.15179, -3.73761, 1.30699], [-1.36663, 0.22409, 4.54987], [0.54347, 1.21869, 2.27976], [1.56654, 1.03036, -4.26675], [3.00979, 1.55580, -3.42646], [1.30861, -3.66227, -0.34860], [1.00102, 0.02977, -0.84319], [-0.24391, 4.06077, -0.06044], [1.31500, 1.52306, -2.17783], [-0.29468, -2.14168, -1.65779], [-2.55728, 2.74395, 1.24163], [-3.18385, 1.88670, 0.92595], [0.25862, 4.29079, 1.65895], [1.47125, 0.68128, 1.64861], [-1.16089, 2.00408, 4.71790], [-0.03265, 1.33077, -0.20023], [-0.58312, -0.59994, -3.21981], [-0.90801, -4.41481, 0.47843], [1.84049, 2.23255, -1.52630], [-0.99779, 0.77998, 0.17704], [0.08411, -2.43194, 1.35505], [2.19563, -2.05570, -1.54531], [2.58825, -1.02416, -4.03278], [-2.55317, 3.51573, 0.44675], [-1.83203, 1.30486, 3.21043], [-0.26783, -1.85593, 3.69366], [-1.24033, 1.25343, -4.05369], [2.53409, -0.52032, -3.06443], [1.92646, -4.02350, 1.30324], [1.67387, -1.30808, -2.12297], [0.19123, -1.25982, -2.07149]]}



No. 5
{"formula": "C36H80B2I2O6Si", "method": "ωB97M-V with the def2-TZVPD basis set", "homo_energy_ev": -8.7, "lumo_ev": 0.129, "smiles": "CCB(O)[C@@](CCCO)(OC[C@H](OCCCO[Si](C)(C)C)B(C)O)/C(I)=C(/C)I.CCCCCC.CCCCCC.CCCCCC", "symbols": ["H", "C", "C", "H", "H", "C", "H", "H", "H", "H", "H", "H", "H", "H", "H", "H", "H", "C", "H", "C", "Si", "C", "C", "H", "I", "H", "H", "H", "H", "H", "C", "H", "H", "H", "H", "H", "H", "H", "H", "H", "H", "C", "H", "H", "H", "C", "C", "H", "H", "H", "H", "C", "H", "H", "H", "C", "C", "O", "H", "C", "C", "I", "H", "H", "C", "H", "H", "C", "H", "C", "H", "C", "H", "H", "H", "H", "H", "H", "C", "H", "H", "C", "H", "H", "H", "O", "C", "H", "H", "O", "H", "H", "B", "H", "C", "O", "C", "B", "C", "C", "C", "H", "H", "H", "H", "C", "C", "H", "C", "C", "H", "H", "H", "H", "O", "H", "C", "H", "H", "C", "H", "C", "H", "C", "O", "H", "H"], "positions_angstrom": [[-7.00012, -1.10071, 2.59588], [-1.87363, -0.10461, 3.32644], [2.26510, -1.73056, -0.65867], [-1.80370, 0.40795, 2.36172], [-0.14307, -1.41455, 3.45838], [-3.20635, 3.28466, -1.20496], [3.68313, 2.27781, 8.20262], [2.67872, -2.77330, -8.50184], [5.74603, 4.08517, 7.98255], [-6.44525, -1.28092, 0.94036], [-3.01174, 2.91891, -0.19165], [-0.07786, -1.46484, -8.31874], [-1.27412, 4.17638, -1.40253], [-0.27402, -4.34771, -5.83787], [2.16636, 4.39364, 6.59929], [-0.52868, 2.12389, 4.01871], [2.15174, 3.00040, 8.63011], [0.78551, -1.83142, -8.88096], [2.57560, 2.88893, -3.80421], [-4.15908, -1.11140, 2.69674], [3.52915, 0.74181, -3.05845], [2.03127, 1.63931, 6.97090], [5.15299, 1.54242, -2.55869], [-1.84878, -4.25049, -2.70415], [-4.65123, -4.05243, 2.70277], [-3.81953, 1.31966, -1.84990], [2.84242, 0.16248, 0.23404], [-0.09984, -4.00927, -2.70294], [-0.64194, -2.20972, -4.62327], [2.07902, -4.03512, -6.49633], [-2.14227, -1.99677, 0.90032], [-0.87797, -4.89346, -1.38017], [6.42596, 4.89574, 6.57066], [5.32116, 1.50079, -1.48057], [-0.38648, -2.27227, -10.65506], [2.63147, 1.28222, 6.13250], [5.89931, 2.89087, 5.16109], [1.93014, -1.45695, 1.45398], [-5.25891, 1.94092, -3.69318], [1.45740, -3.04304, 0.86919], [-7.03297, -2.69873, 1.82541], [0.31313, -2.77259, -9.98463], [4.24694, -0.77690, -4.91376], [-6.16418, 4.11403, -2.83487], [1.56150, 0.26703, 3.70429], [-3.58447, -1.32844, 5.79368], [-5.25149, 4.07122, -3.43330], [2.97595, -2.55113, -0.78827], [-3.65883, 4.27318, -1.08312], [-3.80742, -0.28832, 5.55074], [0.51856, -1.38743, -5.65502], [2.65035, 1.88452, -4.22436], [-2.11857, -1.71467, -2.70631], [-5.12132, 2.32404, -1.25883], [4.08853, -0.57147, -0.79212], [2.76884, 2.70282, 7.77824], [-1.08997, 2.14441, -2.07039], [-1.47897, -1.54033, -2.00752], [1.15646, -3.12255, -10.58379], [3.01249, -0.39004, -0.69302], [-1.87791, 3.44152, -1.94196], [-4.79651, 0.88240, 2.46492], [3.49057, 3.08156, 5.03067], [3.24046, 1.94848, -5.14246], [1.27872, -3.67697, -7.15190], [7.18660, 3.43857, 7.20921], [4.74051, -1.37923, -3.32894], [0.03311, -3.40948, -6.30816], [3.07021, -1.57418, -3.83847], [4.01237, 3.70761, 5.75920], [1.24436, -0.94992, -9.33582], [3.92577, -0.89766, -3.87826], [0.53225, 0.76986, 2.33897], [-3.18914, -2.33009, 7.69375], [1.64635, 1.54845, -4.48619], [-0.13551, 2.30873, -2.56986], [4.19006, 4.66463, 5.25816], [1.59333, -1.74957, -1.52067], [1.45689, -1.97794, 0.61388], [1.10230, 2.03286, 6.56086], [-3.01696, -2.52760, 0.49890], [-2.73902, -1.37879, 3.17246], [-1.63404, 1.39368, -2.64386], [-2.05104, 3.86521, -2.93598], [-2.35276, 0.56249, 4.04453], [0.13349, -1.49131, 0.52744], [-5.07946, -2.01940, 2.41401], [-0.87168, 1.71007, -1.09223], [-4.53786, -1.87087, 5.83501], [-2.04273, -2.24798, 2.28897], [-0.45728, -0.46994, 4.92114], [1.07021, -4.49658, -7.84467], [-1.12621, -2.67326, -1.31459], [-2.24287, -0.92983, 0.67738], [3.09956, 3.95197, 6.96211], [0.38919, 1.84398, 4.10913], [0.56490, 0.60804, 3.42226], [-2.77227, -2.02195, 4.64516], [-0.86840, -2.48613, 0.25080], [-4.21127, 2.34122, -1.86791], [-0.98537, -4.04948, -2.06241], [-3.12719, -0.56191, 7.78988], [1.78967, 0.77546, 7.59388], [5.17677, 2.59125, -2.85758], [-5.52228, 4.28073, -4.46886], [5.35895, 3.06854, 6.09471], [-2.89255, -1.42433, 7.16738], [5.20355, 2.08420, 6.54517], [1.79821, -2.46570, -7.92898], [-0.46178, -0.43668, 3.82298], [2.14983, -1.70492, -7.22637], [-0.79907, -3.10667, -6.94978], [3.54989, 4.69969, 7.62119], [-1.80496, -1.46917, 7.07485], [-2.08431, -3.18608, 4.89975], [-3.69182, 2.67430, -3.93866], [6.22645, 3.91918, 7.01717], [-0.58583, -3.43208, 0.72718], [-4.59441, 4.87526, -3.09886], [-6.47374, -1.77402, 1.91528], [-1.12829, -3.14907, 4.80363], [-4.58197, 2.70663, -3.30427], [5.99114, 1.03432, -3.03963], [0.25345, -2.35613, -5.22842], [2.55783, 0.43595, -1.75802], [1.06167, -2.65612, -4.55674], [-0.19460, -3.64886, -9.57867]]}



No. 6
{"formula": "C5H11OS", "method": "ωB97M-V with the def2-TZVPD basis set", "homo_energy_ev": -14.6, "lumo_ev": -4.644, "charge": 1, "e_above_lowest_kcal_mol": 89.1, "symbols": ["H", "H", "H", "H", "H", "O", "C", "S", "C", "H", "H", "C", "H", "H", "H", "H", "C", "C"], "positions_angstrom": [[-2.90359, 1.60856, 0.32099], [-1.95626, 1.84731, -1.29073], [0.12973, -2.33629, -0.24568], [1.69413, -1.74418, -0.98950], [-0.46411, -0.34720, 2.33066], [-2.65604, -1.16895, 0.09666], [0.02948, 0.00729, 1.38606], [-1.16103, 0.04582, -0.04966], [-1.92655, 1.73957, -0.20999], [-1.32142, 2.52283, 0.20191], [2.16719, -0.43374, 0.83750], [1.22561, -0.91586, 0.98964], [0.61767, 0.35269, -1.37656], [1.24607, -1.78860, 1.56334], [-0.64094, -0.88455, -2.12389], [0.23843, 1.08462, 1.68378], [-0.02905, -0.49714, -1.27493], [0.72665, -1.45773, -0.40376]]}



No. 7
{"formula": "C4H9NO", "method": "ωB97M-V with the def2-TZVPD basis set", "homo_energy_ev": -6.6, "lumo_ev": -3.098, "e_above_lowest_kcal_mol": 208.8, "symbols": ["H", "H", "H", "H", "C", "H", "H", "O", "H", "C", "H", "H", "N", "C", "C"], "positions_angstrom": [[-3.49170, -0.00044, -0.73315], [-0.61106, -0.92568, -0.24252], [-4.58856, -0.11546, 0.83128], [-0.42024, 0.48534, -1.14597], [-0.00213, -0.07636, -0.38096], [-0.11599, 0.48717, 0.52440], [-3.75773, -1.50148, 0.22318], [3.63689, 0.21505, 0.23246], [-2.79755, 1.08494, 0.86783], [2.45615, 0.36378, 0.02192], [1.79243, -1.03348, -1.42048], [2.01990, 1.23981, 0.44262], [-2.55456, 0.23264, 0.42485], [1.42040, -0.37845, -0.55777], [-3.74820, -0.42057, 0.22001]]}